Run one
8
Properties=species:S:1:pos:R:3:mulliken_charge:R:1 method="wB97M-V/def2-TZVPD" molar_mass_g_mol=110.03 homo_energy_ha=-0.3584 homo_lumo_gap_ev=10.48 spin_multiplicity=1 total_charge=0
C -1.42010 -0.82352 -0.22156 0.19
C -2.15713 0.37231 -0.16651 0.24
C -0.24772 -0.02641 -0.48085 0.40
O -0.95043 1.21218 -0.37103 -0.31
F -1.48690 -2.14112 -0.05887 -0.27
F -3.36856 0.90748 0.00534 -0.22
F 0.20595 -0.13158 -1.76814 -0.25
H 0.56794 0.04585 0.20439 0.22

---

Run two
8
Properties=species:S:1:pos:R:3:mulliken_charge:R:1 method="wB97M-V/def2-TZVPD" molar_mass_g_mol=110.03 homo_energy_ha="-0.3525 / -0.3421" homo_lumo_gap_ev="8.84 / 8.92" spin_multiplicity=1 total_charge=0
C -0.27259 -1.00588 0.08406 0.04
C 1.49286 0.51727 2.11611 0.15
C 2.15731 1.41629 1.43274 0.48
O 0.25141 -0.91091 1.13451 -0.24
F 1.49551 0.26317 3.36719 -0.21
F 3.07454 2.36053 1.82569 -0.24
F 2.06235 1.45548 0.11731 -0.20
H -0.19784 -0.12984 -0.64065 0.22

---

Result of the stability comparison: run two is the least stable of them.

---

Run one
8
Properties=species:S:1:pos:R:3:mulliken_charge:R:1 method="wB97M-V/def2-TZVPD" molar_mass_g_mol=110.03 homo_energy_ha=-0.3958 homo_lumo_gap_ev=10.97 spin_multiplicity=1 total_charge=0
C -1.97866 0.01403 -0.32432 -0.33
C -0.74148 -0.07078 0.12148 0.18
C 0.70881 -0.62823 0.18875 0.83
O -0.86164 1.32084 0.19920 -0.35
F 1.51700 0.24333 -0.55487 -0.27
F 0.71464 -1.83610 -0.40195 -0.22
F 1.22697 -0.70262 1.43032 -0.21
H -0.58565 1.65953 -0.65862 0.37

---

Run two
8
Properties=species:S:1:pos:R:3:mulliken_charge:R:1 method="wB97M-V/def2-TZVPD" molar_mass_g_mol=110.03 homo_energy_ha=-0.3994 homo_lumo_gap_ev=9.33 spin_multiplicity=1 total_charge=0 smiles="O=C1[C@@H](F)C1(F)F"
O -2.14231 -0.45786 0.15286 -0.41
C -0.95678 -0.20871 0.07093 0.15
C 0.21684 0.61471 0.62814 -0.12
F 0.81448 0.46479 1.82167 -0.24
C 0.36436 -0.42898 -0.49947 0.80
F 0.96698 -1.59937 -0.38827 -0.18
F 0.71779 0.04010 -2.01742 -0.35
H 0.01864 1.57533 0.23157 0.35

---

Result of the stability comparison: run one is the least stable of them.

---

Run one
14
Properties=species:S:1:pos:R:3:mulliken_charge:R:1 method="wB97M-V/def2-TZVPD" molar_mass_g_mol=97.12 homo_energy_ha="-0.2705 / -0.2677" homo_lumo_gap_ev="7.46 / 7.24" spin_multiplicity=1 total_charge=0
C -1.01081 -1.15259 -0.06455 -0.44
C -1.07325 0.23914 -0.74599 0.02
O -1.02854 1.39021 0.07399 -0.40
C 0.53102 1.31337 0.55247 0.01
C 0.56291 0.23798 1.50297 -0.52
N 0.29012 -0.68554 0.48623 -0.05
C 0.42734 0.23486 -0.52907 -0.19
H -1.65906 -1.61432 0.67414 0.32
H -0.76950 -1.86378 -0.87213 0.23
H -1.59523 0.35510 -1.69742 0.35
H 1.14838 2.20795 0.40508 0.39
H 2.18426 -0.70774 -1.24889 0.26
H 0.14828 0.10504 2.49461 0.32
H 1.84409 -0.05969 -1.03144 -0.30

---

Run two
14
Properties=species:S:1:pos:R:3:mulliken_charge:R:1 method="wB97M-V/def2-TZVPD" molar_mass_g_mol=97.12 homo_energy_ha=-0.3520 homo_lumo_gap_ev=10.41 spin_multiplicity=1 total_charge=0
O -1.23682 -1.50004 -0.61987 -0.54
C -0.35133 -1.05493 0.38848 -0.05
C 1.07270 -0.55175 0.06527 -0.22
C 0.96562 0.83837 -0.46528 -0.12
C -0.49931 1.22202 -0.48031 -0.71
C -0.53759 0.42234 0.82886 -0.19
N 0.97546 0.59519 1.00175 -0.64
H -0.87691 -2.31576 -0.99187 0.32
H -0.38921 -1.79507 1.20131 0.39
H 2.02651 -1.07233 0.00357 0.39
H 1.79161 1.33646 -0.97695 0.39
H -1.13094 0.84702 -1.28683 0.23
H -0.63712 2.29637 -0.32752 0.28
H -1.17267 0.73211 1.65940 0.47

---

Run three
14
Properties=species:S:1:pos:R:3:mulliken_charge:R:1 method="wB97M-V/def2-TZVPD" molar_mass_g_mol=97.12 homo_energy_ha=-0.3020 homo_lumo_gap_ev=8.32 spin_multiplicity=1 total_charge=0
C 1.99373 -0.43733 -0.04242 -1.05
C -0.11022 0.78689 -0.25712 0.04
N -1.23159 1.46435 -0.61209 -0.49
C -1.13150 0.87697 0.77509 0.05
C -1.41098 -0.51404 0.69530 -0.88
C 0.67561 -0.35555 -0.78330 0.76
O 0.41275 -0.97550 -1.79668 -0.61
H 2.31519 -1.45708 0.16238 0.34
H 1.98178 0.16895 0.86938 0.32
H 2.70978 0.02803 -0.73017 0.28
H -1.86977 1.00762 -1.27175 0.26
H -1.11692 1.50472 1.65670 0.39
H -1.79779 -0.92695 -0.22938 0.32
H -1.42005 -1.17108 1.56406 0.28

---

Run four
14
Properties=species:S:1:pos:R:3:mulliken_charge:R:1 method="wB97M-V/def2-TZVPD" molar_mass_g_mol=97.12 homo_energy_ha=-0.2743 homo_lumo_gap_ev=8.15 spin_multiplicity=1 total_charge=0
O -1.47043 -0.24813 2.21846 -0.63
C -0.89223 -0.09640 1.16031 0.23
C -0.25321 1.22172 0.74549 -0.29
C 0.79500 1.07568 -0.32591 -0.52
C 0.75200 0.03625 -1.19483 -0.47
C 0.05295 -1.19197 -0.85418 -0.30
N -0.80180 -1.14036 0.26092 -0.11
H 0.13562 1.66757 1.66603 0.32
H -1.07092 1.88572 0.41672 0.21
H 1.63686 1.75368 -0.36054 0.34
H 1.27669 -0.02560 -2.14391 0.42
H 1.38493 -0.98129 -0.54598 0.19
H -0.22840 -1.96497 -1.58423 0.37
H -1.28897 -1.97389 0.56512 0.25

---

Result of the stability comparison: run one is the least stable of them.

---

Run one
14
Properties=species:S:1:pos:R:3:mulliken_charge:R:1 method="wB97M-V/def2-TZVPD" molar_mass_g_mol=97.12 homo_energy_ha=-0.3522 homo_lumo_gap_ev=10.62 spin_multiplicity=1 total_charge=0 smiles="C=CC[C@H]1NC1=O"
C -1.06219 -1.74071 0.26321 -0.67
C 0.22226 -1.44173 0.10313 -0.07
C 0.69692 -0.28469 -0.74932 -0.68
C 0.76280 0.87420 0.23946 -0.05
N 0.38821 2.31999 -0.00188 -0.48
C -0.52433 1.49453 0.56425 0.45
O -1.68854 1.38362 0.83993 -0.53
H -1.83644 -1.22624 -0.30199 0.20
H -1.39338 -2.46628 0.99993 0.25
H 0.97532 -1.92815 0.72312 0.30
H -0.02384 -0.08467 -1.55180 0.33
H 1.66975 -0.48741 -1.21374 0.29
H 1.56601 0.78778 0.96874 0.38
H 0.24744 2.79975 -0.88304 0.27

---

Run two
14
Properties=species:S:1:pos:R:3:mulliken_charge:R:1 method="wB97M-V/def2-TZVPD" molar_mass_g_mol=97.12 homo_energy_ha=-0.3190 homo_lumo_gap_ev=9.64 spin_multiplicity=1 total_charge=0 smiles="C[C@H]1C=CNC1=O"
C 0.63611 -0.56043 1.71399 -1.43
C 0.37892 0.18670 0.41484 0.89
C 0.61588 -0.57618 -0.85795 -0.62
C -0.16442 -0.08823 -1.81747 -0.47
N -0.97997 0.93173 -1.29521 -0.12
C -1.00505 0.77817 0.10384 0.07
O -1.92289 1.03584 0.84190 -0.58
H 1.69805 -0.84544 1.76641 0.37
H 0.04805 -1.47894 1.78135 0.34
H 0.40642 0.07789 2.57080 0.34
H 1.02719 1.08362 0.41267 0.18
H 1.28164 -1.40822 -0.94524 0.39
H -0.25075 -0.38134 -2.85862 0.39
H -1.76919 1.24483 -1.83133 0.26

---

Result of the stability comparison: run one is the least stable of them.

---

Run one
22
Properties=species:S:1:pos:R:3:mulliken_charge:R:1 method="wB97M-V/def2-TZVPD" molar_mass_g_mol=109.17 homo_energy_ha=-0.3269 homo_lumo_gap_ev=9.66 spin_multiplicity=1 total_charge=0 smiles=CCCNC.O.O
C -1.09726 -0.64769 -1.87742 -0.93
C -0.30185 -1.55944 -0.89026 -0.50
C 0.83359 -0.86249 -0.17177 -0.54
N 0.46742 -0.20555 1.11192 -0.34
C 1.52986 0.73507 1.50250 -0.84
H -0.52277 -0.42371 -2.77596 0.09
H -1.93319 -1.27664 -2.17664 0.36
H -1.26831 0.35239 -1.47986 0.32
H -1.10299 -1.81898 -0.19147 0.25
H 0.06479 -2.49406 -1.30626 0.37
H 1.44409 -1.69646 0.21463 0.24
H 1.52539 -0.31934 -0.81799 0.39
H -0.38962 0.32198 0.95882 0.25
H 2.11240 0.29548 2.31197 0.27
H 2.16078 1.03057 0.66189 0.28
H 1.15857 1.68982 1.88992 0.33
O -2.56810 0.65291 3.35706 -0.62
H -2.27998 -0.26304 3.19901 0.32
H -2.84945 0.56429 4.25087 0.30
O 1.45474 1.31596 -3.11916 -0.63
H 1.30392 1.91366 -2.39061 0.31
H 0.63401 1.26351 -3.58091 0.31

---

Run two
22
Properties=species:S:1:pos:R:3:mulliken_charge:R:1 method="wB97M-V/def2-TZVPD" molar_mass_g_mol=109.17 homo_energy_ha=-0.3443 homo_lumo_gap_ev=10.23 spin_multiplicity=1 total_charge=0 smiles=CCNCC.O.O
C -1.32827 -1.94004 -2.19799 -1.22
C -1.77756 -1.35469 -0.90834 -0.17
N -0.64527 -0.60327 -0.26649 -0.35
C -0.52057 -0.85502 1.22412 -0.44
C 0.68230 -0.21320 2.04894 -1.25
H -2.08358 -1.96419 -3.06242 0.31
H -0.80595 -2.98006 -2.18366 0.29
H -0.53234 -1.48206 -2.78387 0.37
H -2.47491 -0.50604 -1.11293 0.25
H -2.25510 -2.13692 -0.26966 0.27
H 0.16359 -1.05834 -0.55980 0.23
H -0.50527 -2.00371 1.31268 0.34
H -1.46337 -0.42925 1.62569 0.34
H 1.46825 -0.95273 2.07952 0.31
H 0.98094 0.70918 1.75071 0.31
H 0.33646 -0.19963 3.03905 0.40
O 2.58491 4.15146 1.07973 -0.66
H 2.34433 4.10581 0.09557 0.34
H 2.45423 5.11002 1.40366 0.32
O 1.24453 1.58949 -1.14355 -0.68
H 1.70389 1.78077 -0.29288 0.30
H 0.42876 1.23242 -0.87807 0.40

---

Run three
22
Properties=species:S:1:pos:R:3:mulliken_charge:R:1 method="wB97M-V/def2-TZVPD" molar_mass_g_mol=109.17 homo_energy_ha=-0.3294 homo_lumo_gap_ev=9.57 spin_multiplicity=1 total_charge=0 smiles=CCCNC.O.O
C 2.16285 1.34408 0.48239 -1.17
C 1.94331 0.19634 -0.50867 -0.37
C 0.67584 -0.56302 -0.13731 -0.75
N -0.61521 0.03124 -0.39267 -0.09
C -1.72929 -0.85593 -0.43363 -1.18
H 2.36814 1.04535 1.50545 0.32
H 3.02367 1.92924 0.11352 0.33
H 1.33963 2.06444 0.41278 0.32
H 1.87498 0.51848 -1.55150 0.28
H 2.74794 -0.52721 -0.34471 0.26
H 0.67459 -1.58574 -0.54223 0.46
H 0.73799 -0.76483 0.95531 0.27
H -0.81383 0.77234 0.26657 0.22
H -1.77266 -1.57200 -1.26249 0.36
H -1.91557 -1.48184 0.45848 0.30
H -2.65246 -0.29047 -0.63307 0.43
O -0.94511 0.77577 -3.16787 -0.68
H -0.76096 0.90305 -2.21203 0.42
H -1.17582 -0.14152 -3.19182 0.27
O -1.65428 -0.35214 3.18941 -0.62
H -2.49275 -0.80942 3.17831 0.31
H -1.02101 -0.63621 3.81577 0.31

---

Result of the stability comparison: run two is the least stable of them.

---

Run one
22
Properties=species:S:1:pos:R:3:mulliken_charge:R:1 method="wB97M-V/def2-TZVPD" molar_mass_g_mol=109.17 homo_energy_ha=-0.3278 homo_lumo_gap_ev=9.45 spin_multiplicity=1 total_charge=0 smiles=CCN(C)C.O.O
C -1.03384 0.86478 -1.32331 -0.99
C 0.24380 1.06073 -0.53376 -0.30
N 0.99039 -0.24104 -0.11554 -0.07
C 2.28588 0.12035 0.52745 -1.00
C 0.08385 -0.92041 0.92434 -1.18
H -0.97842 -0.19794 -1.94081 0.17
H -1.83984 0.65386 -0.60735 0.18
H -1.29499 1.59002 -2.01346 0.42
H -0.00658 1.67016 0.37073 0.31
H 0.96773 1.66622 -1.12831 0.43
H 2.26728 0.85063 1.31038 0.38
H 2.94500 0.51942 -0.16023 0.38
H 2.79527 -0.79928 1.15017 0.22
H -0.30302 -0.24956 1.72279 0.27
H -0.73546 -1.29236 0.45279 0.46
H 0.52058 -1.79349 1.40009 0.45
O -2.46922 1.41210 1.73298 -0.63
H -2.36745 0.46533 1.83336 0.31
H -3.08127 1.69034 2.54699 0.31
O 0.58969 -2.27571 -2.38398 -0.62
H 0.38231 -3.10418 -1.95839 0.29
H 0.03832 -1.68997 -1.80694 0.19

---

Run two
22
Properties=species:S:1:pos:R:3:mulliken_charge:R:1 method="wB97M-V/def2-TZVPD" molar_mass_g_mol=109.17 homo_energy_ha=-0.3471 homo_lumo_gap_ev=10.33 spin_multiplicity=1 total_charge=0 smiles=CC[C@@H](C)N.O.O
C 0.46318 -1.84571 -2.09697 -1.27
C 0.26104 -1.93912 -0.57616 -0.50
C -0.12047 -0.51621 -0.01889 0.58
C -1.16718 -0.66068 1.08171 -1.67
N 1.06494 0.20855 0.47700 -0.61
H 1.36880 -1.26086 -2.24981 0.30
H -0.41125 -1.53081 -2.65953 0.37
H 0.65128 -2.84435 -2.51455 0.37
H -0.58639 -2.56422 -0.31585 0.29
H 1.18131 -2.24663 -0.08678 0.33
H -0.54886 0.07807 -0.83009 0.28
H -1.59617 0.33671 1.25695 0.37
H -0.77729 -0.92942 2.06134 0.33
H -1.99859 -1.27875 0.74587 0.49
H 0.84662 0.74540 1.29016 0.15
H 1.82809 -0.41943 0.66772 0.20
O -0.43956 2.60007 2.06744 -0.62
H -0.52212 2.64172 1.10994 0.35
H -0.78979 3.41594 2.38142 0.28
O 0.10328 2.75968 -0.75241 -0.77
H 0.78064 3.36543 -0.46876 0.32
H 0.40849 1.88463 -0.56973 0.42

---

Run three
22
Properties=species:S:1:pos:R:3:mulliken_charge:R:1 method="wB97M-V/def2-TZVPD" molar_mass_g_mol=109.17 homo_energy_ha=-0.2956 homo_lumo_gap_ev=8.51 spin_multiplicity=1 total_charge=0 smiles=CCNCC.O.O
C -3.39009 1.98523 1.70302 -1.04
C -2.30713 0.95235 1.30312 -0.34
N -1.25573 1.52446 0.51831 -0.26
C -0.46746 0.68391 -0.40480 -0.43
C -0.20980 1.57192 -1.64229 -1.19
H -3.37857 2.17376 2.76766 0.29
H -3.10862 2.90014 1.17943 0.32
H -4.38906 1.70613 1.37721 0.25
H -2.74285 0.13916 0.72426 0.31
H -2.01182 0.47119 2.25136 0.24
H -0.66059 2.19774 0.97687 0.21
H 0.48964 0.55930 0.04079 0.22
H -1.13336 -0.12825 -0.67675 0.47
H 0.61355 2.24477 -1.41564 0.30
H -1.14731 2.03348 -1.93711 0.31
H 0.16744 1.00175 -2.50055 0.35
O 3.87072 -5.40803 -2.29823 -0.64
H 3.03912 -5.82722 -2.07622 0.32
H 3.66516 -4.64621 -2.83160 0.32
O 2.56489 -0.24116 1.20288 -0.64
H 3.46101 0.06902 1.36224 0.32
H 2.68544 -0.90173 0.51405 0.31

---

Result of the stability comparison: run one is the least stable of them.